# 1
The following is a quantum chemistry calculation of a structure of composition C44H44FN4O4P2S2Sc in a non-equilibrium geometry, from OMol25.

Summary:
HOMO-LUMO gap = 0.0855 Eh
ΔE to the lowest compared entry with this formula, charge and spin = 62.8 kJ/mol
Multiplicity = 1
E_tot = -124162.0785 eV
LUMO level = -0.7688 eV
Max |F| = 1.1 eV Å⁻¹

CARTESIAN COORDINATES (ANGSTROEM)
Sc -0.09131 2.73206 0.21499
S -0.78122 1.09954 2.21098
P 1.16035 1.06945 2.66712
C 2.07934 2.00494 1.46805
P 2.68737 1.17565 0.01024
S 2.14925 2.18591 -1.61102
C 2.08366 -0.53609 -0.10691
C 2.94016 -1.61678 0.11085
C 2.47399 -2.91426 -0.02420
C 1.15046 -3.14553 -0.37984
C 0.29837 -2.07917 -0.61671
C 0.76517 -0.77866 -0.48755
C 4.51318 1.00463 0.02103
C 5.19243 1.00266 -1.19688
C 6.57131 0.85593 -1.23144
C 7.29332 0.73071 -0.05122
C 6.62933 0.74538 1.16552
C 5.24675 0.87972 1.19597
C 1.42798 1.76604 4.34061
C 2.70495 1.97204 4.86018
C 2.87437 2.38395 6.17290
C 1.76631 2.59359 6.98406
C 0.49411 2.39380 6.47532
C 0.32453 1.98238 5.15829
C 1.69459 -0.66377 2.98247
C 2.99449 -0.94098 3.39930
C 3.38363 -2.23327 3.71147
C 2.46590 -3.27095 3.61279
C 1.16979 -3.00377 3.20524
C 0.78304 -1.70466 2.89066
H 3.96854 -1.45015 0.40089
H 3.14595 -3.74566 0.14974
H 0.78864 -4.16217 -0.48008
H -0.72623 -2.23702 -0.93047
H 0.09151 0.03036 -0.74801
H 4.62907 1.11910 -2.11439
H 7.08362 0.84639 -2.18514
H 8.37069 0.62763 -0.08052
H 7.18295 0.65363 2.09159
H 4.73979 0.87921 2.14954
H 3.58095 1.81567 4.24489
H 3.87213 2.54300 6.56181
H 1.89854 2.91814 8.00842
H -0.37405 2.56044 7.09990
H -0.66918 1.84071 4.75231
H 3.70828 -0.13932 3.50814
H 4.39930 -2.42938 4.03217
H 2.76428 -4.28445 3.85050
H 0.44921 -3.80797 3.12487
H -0.22600 -1.49785 2.55578
C -6.86487 -0.21149 -0.41312
C -6.31228 0.71099 -1.49547
N -4.90428 0.98102 -1.35099
C -4.51418 2.09438 -0.61579
C -3.23881 2.50167 -0.56640
C -2.94107 3.65801 0.33983
O -3.81354 4.42068 0.71061
O -1.68375 3.76655 0.73268
C -2.23207 1.76036 -1.31780
O -0.91622 2.20062 -1.37033
C -2.58262 0.64407 -2.01531
C -1.66082 -0.07582 -2.87075
C -2.06212 -1.26337 -3.43404
F -1.16958 -1.92722 -4.25338
C -3.29668 -1.84155 -3.25262
C -4.27641 -1.05776 -2.52307
C -3.95209 0.14758 -1.97485
N -3.71597 -3.03928 -3.92727
C -2.90161 -4.20697 -3.70375
C -3.62566 -5.44355 -4.20256
N -3.89495 -5.25066 -5.67582
C -4.71888 -4.00934 -5.92561
C -3.95862 -2.83332 -5.34463
H -7.92910 -0.40510 -0.57065
H -6.74045 0.24578 0.57012
H -6.33259 -1.16414 -0.40928
H -6.84415 1.66613 -1.47802
H -6.47125 0.27278 -2.48505
H -5.28431 2.61121 -0.06121
H -0.67742 0.32623 -3.06551
H -5.27571 -1.46581 -2.43192
H -2.71485 -4.30380 -2.63512
H -1.91772 -4.14621 -4.20312
H -4.59526 -5.55478 -3.72111
H -3.03940 -6.35505 -4.09289
H -4.33848 -6.07137 -6.08249
H -2.99252 -5.12347 -6.14075
H -5.66310 -4.15464 -5.40438
H -4.88528 -3.93319 -6.99932
H -4.55475 -1.93117 -5.47069
H -3.01749 -2.69305 -5.90824
N 2.06347 6.41472 0.58051
C 2.00641 5.07868 0.56914
O 0.95697 4.52119 0.24475
C 3.22768 4.30847 0.95194
C 2.94735 3.17717 1.96047
H 1.25122 6.93249 0.28460
H 2.91605 6.90190 0.78677
H 3.97236 4.98513 1.37506
H 3.63354 3.89341 0.02484
H 2.47490 3.62293 2.83629
H 3.93736 2.84715 2.28150

Forces on atoms 1 to 6 (eV/Å):
0.0 0.1 0.3
0.1 -0.2 -0.1
0.0 0.0 0.1
0.5 -0.7 0.2
0.0 0.1 -0.3
0.0 -0.1 0.2

# 2
The following is a quantum chemistry calculation of a structure of composition C23H44Ag2Cl6I3O7 in a non-equilibrium geometry, from OMol25.

Summary:
HOMO-LUMO gap (alpha / beta) = 0.2783 / 0.1710 Eh
Multiplicity = 3
E_tot = -146325.4735 eV
LUMO level (alpha / beta) = -1.9632 / -6.1839 eV
Net charge = +1
Max |F| = 5.4 eV Å⁻¹

CARTESIAN COORDINATES (ANGSTROEM)
Ag 9.90643 7.15494 18.69168
Ag 9.01398 4.79038 16.03275
I 9.58062 7.37093 15.88308
I 5.97987 1.84335 14.86880
I 6.80165 3.15489 16.88731
C 9.24883 11.75454 14.62721
Cl 10.17054 11.78380 13.15047
Cl 7.97178 12.91781 14.54473
Cl 10.23461 12.02445 16.08290
H 8.90359 10.74666 14.81727
C 5.17778 5.50653 13.36285
Cl 6.89047 5.74353 12.92926
Cl 4.16449 5.05382 11.98953
Cl 4.45831 7.00206 13.94225
H 5.14212 4.73446 14.16902
C 6.28680 9.77713 15.46321
C 6.64457 10.03034 16.91671
O 7.58222 10.69416 17.27725
C 5.76281 9.44018 17.97525
H 6.51197 10.58361 14.75657
H 5.17684 9.65660 15.41748
H 6.73168 8.83522 15.25913
H 5.67522 8.36308 17.81254
H 4.76846 9.82408 17.98280
H 6.18265 9.72236 18.94633
C 10.08034 5.24356 11.84748
C 9.89347 4.02567 12.79427
O 10.09853 4.12975 13.99031
C 9.46920 2.74560 12.16664
H 9.31940 5.46597 11.08360
H 10.98050 5.11063 11.25024
H 10.14670 6.17739 12.38733
H 10.26242 2.43008 11.48586
H 8.55932 2.89024 11.63958
H 9.33481 1.97911 12.92962
C 12.35067 3.79011 16.05562
C 11.72212 2.97798 17.18744
O 10.63872 3.32279 17.52281
C 12.53933 1.84202 17.79601
H 12.24079 3.35688 15.03413
H 13.43686 3.88795 16.08895
H 11.84236 4.75351 16.12360
H 12.39134 1.59396 18.83450
H 13.55201 2.13627 17.64011
H 12.43417 0.86792 17.24418
C 9.63182 1.83073 19.65759
C 9.89552 3.37559 19.89747
O 9.10395 4.23976 19.57632
C 11.21143 3.75087 20.47053
H 10.52562 1.33277 19.34905
H 8.80776 1.75333 18.97799
H 9.34150 1.39808 20.63650
H 11.18387 4.48092 21.22924
H 11.79078 4.18321 19.66902
H 11.76494 2.93969 20.87810
C 13.38774 8.22600 17.51324
C 13.17627 7.75995 18.93269
O 12.27296 6.96577 19.20432
C 14.07929 8.19936 20.03285
H 14.16123 7.53195 17.05958
H 13.81944 9.18308 17.40038
H 12.41009 8.14879 16.97379
H 14.45061 7.27427 20.53113
H 13.58991 8.67949 20.89331
H 14.92507 8.76765 19.69656
C 10.81109 11.84802 19.52938
C 10.21901 10.56286 20.09561
O 10.22988 9.51413 19.48666
C 9.80618 10.58576 21.57938
H 11.70650 11.55895 19.02515
H 11.03233 12.60669 20.32089
H 10.14069 12.28504 18.82466
H 8.90104 11.17086 21.77570
H 10.59725 11.13528 22.09649
H 9.56987 9.58995 21.94134
C 7.04086 6.12816 22.23464
C 7.46154 6.29766 20.81482
O 8.49467 6.90554 20.53211
C 6.48840 5.85715 19.75276
H 7.10481 5.04364 22.52236
H 5.97277 6.41901 22.36894
H 7.62229 6.73920 22.89109
H 5.51234 5.45547 20.06930
H 7.02537 5.03919 19.30268
H 6.45457 6.69371 19.05515

Forces on atoms 1 to 6 (eV/Å):
-0.2 0.0 -0.4
-0.1 -0.3 0.4
0.0 0.3 0.3
-1.7 -2.8 -4.3
1.9 2.9 4.2
0.4 -0.5 0.8

# 3
The following is a quantum chemistry calculation of a structure of composition CH6NO2 in a non-equilibrium geometry, from OMol25.

Summary:
HOMO-LUMO gap = 0.3071 Eh
ΔE to the lowest compared entry with this formula, charge and spin = 65.3 kJ/mol
Multiplicity = 1
E_tot = -6719.1536 eV
LUMO level = 4.7649 eV
Net charge = -1
Max |F| = 3.2 eV Å⁻¹

CARTESIAN COORDINATES (ANGSTROEM)
O -0.15778 1.81132 -1.65730
H -0.04883 1.33009 -0.60765
N -0.51140 -1.31666 0.56013
C 0.62507 -0.45912 0.88579
O 0.25853 0.88859 0.53411
H -0.23569 -1.78128 -0.33114
H -1.28282 -0.62304 0.38966
H 1.49700 -0.76794 0.30252
H 0.94393 -0.65968 1.90614
H -1.08801 1.57771 -1.98226

Forces on atoms 1 to 6 (eV/Å):
-2.2 -0.6 -0.5
0.4 0.0 -1.0
-0.4 -0.7 -0.9
-0.7 2.5 -1.8
0.9 -1.7 2.4
-1.0 0.6 0.8